Entry from the Open Molecules 2025 dataset: the molecule C11H13NO (wB97M-V/def2-TZVPD).

Each line ends with the Löwdin charge.
Positions of all 26 atoms, in Å:
C: -2.753 -1.496 -0.676  -0.126
N: -1.543 -1.127 0.071  -0.082
C: -1.548 0.284 0.468  -0.264
C: -1.196 1.220 -0.760  -0.053
C: 0.051 1.937 -0.209  -0.209
O: -0.222 1.997 1.208  -0.047
C: -0.362 0.603 1.420  -0.214
C: 0.922 0.056 0.828  -0.130
C: 1.757 -0.980 1.142  -0.034
C: 2.921 -1.201 0.401  -0.083
C: 3.183 -0.342 -0.662  -0.082
C: 2.300 0.714 -1.000  -0.029
C: 1.213 0.930 -0.222  -0.129
H: -2.878 -0.774 -1.518  0.080
H: -2.697 -2.542 -1.067  0.084
H: -3.679 -1.398 -0.052  0.079
H: -1.452 -1.718 0.872  0.099
H: -2.468 0.610 0.957  0.141
H: -2.025 1.903 -0.920  0.112
H: -0.942 0.625 -1.636  0.120
H: 0.230 2.926 -0.660  0.158
H: -0.564 0.426 2.474  0.160
H: 1.483 -1.621 2.002  0.121
H: 3.613 -2.012 0.624  0.103
H: 4.116 -0.425 -1.248  0.105
H: 2.539 1.408 -1.835  0.122

Its relative energy (zero: lowest compared OMol25 entry of this formula, charge and spin) is 77.8 kJ/mol. Its SMILES is CN[C@@H]1C[C@H]2O[C@@H]1c1ccccc12. Its LUMO energy is 0.96 eV. The HOMO-LUMO gap comes out at 9.710 eV.



Entry from the Open Molecules 2025 dataset: a structure of composition C11H13NO2 (wB97M-V/def2-TZVPD).

Each line ends with the Löwdin charge.
Positions of all 27 atoms, in Å:
C: -4.438 -0.578 -1.087  -0.151
C: -2.231 -1.340 -2.252  -0.223
C: -1.369 -0.773 -1.097  -0.131
C: -0.055 -0.557 -1.055  -0.074
C: 0.730 0.041 0.134  -0.273
C: 0.524 -0.449 1.404  -0.007
C: 1.607 -0.325 2.439  0.046
C: 2.503 0.552 2.054  -0.288
C: 4.413 1.544 1.966  -0.241
C: 2.524 1.265 0.815  -0.180
C: 1.620 1.053 -0.108  -0.003
H: -3.608 0.026 -0.197  0.113
H: -5.424 -0.132 -1.348  0.046
H: -4.469 -1.817 -0.736  0.129
H: -3.279 0.516 -2.573  0.131
H: -2.563 -2.429 -2.326  0.119
H: -1.430 -1.165 -3.038  0.109
H: -1.894 -0.340 -0.085  0.114
H: 0.597 -0.528 -1.919  0.102
H: -0.471 -0.877 1.598  0.107
H: 1.545 -0.843 3.473  0.154
H: 5.208 2.338 2.473  0.188
H: 5.084 0.558 1.448  0.188
H: 1.249 1.648 -1.148  0.206
N: -3.567 -0.547 -2.387  -0.196
O: 3.508 1.056 2.745  0.028
O: 3.684 2.105 0.808  -0.011

Its relative energy (zero: lowest compared OMol25 entry of this formula, charge and spin) is 792.0 kJ/mol. Its LUMO energy is 0.75 eV. The HOMO-LUMO gap comes out at 8.884 eV.



Entry from the Open Molecules 2025 dataset: the molecule C11H13NO2 (wB97M-V/def2-TZVPD).

Each line ends with the Löwdin charge.
Positions of all 27 atoms, in Å:
C: -1.883 2.599 0.734  -0.048
O: -2.062 1.962 -0.567  -0.120
C: -2.157 0.606 -0.456  -0.267
C: -3.385 -0.009 -0.243  -0.019
C: -3.432 -1.368 -0.129  -0.104
C: -2.295 -2.159 -0.175  -0.083
C: -1.075 -1.533 -0.338  -0.039
C: -0.964 -0.157 -0.522  -0.174
C: 0.305 0.480 -0.700  -0.023
C: 1.513 -0.158 -0.459  -0.079
N: 2.749 0.405 -0.818  0.079
C: 3.961 0.176 -0.197  -0.545
C: 3.992 -1.040 0.720  -0.017
O: 4.948 0.798 -0.422  0.087
H: -2.000 3.687 0.618  0.086
H: -2.728 2.368 1.420  0.097
H: -0.853 2.372 1.109  0.099
H: -4.283 0.574 -0.122  0.119
H: -4.388 -1.838 0.185  0.116
H: -2.312 -3.227 0.066  0.108
H: -0.155 -2.094 -0.227  0.100
H: 0.346 1.503 -1.058  0.116
H: 1.563 -1.146 -0.021  0.093
H: 2.665 1.300 -1.290  0.150
H: 3.309 -0.894 1.565  0.079
H: 5.027 -1.239 1.090  0.096
H: 3.594 -1.967 0.238  0.090

Its relative energy (zero: lowest compared OMol25 entry of this formula, charge and spin) is 164.6 kJ/mol. Its SMILES is COc1ccccc1/C=C/NC(C)=O. Its LUMO energy is 0.48 eV. The HOMO-LUMO gap comes out at 8.410 eV.



Entry from the Open Molecules 2025 dataset: the molecule C11H13NOS (wB97M-V/def2-TZVPD).

Each line ends with the Löwdin charge.
Positions of all 27 atoms, in Å:
C: 0.811 -0.436 1.341  -0.274
C: 1.949 -2.014 -3.514  -0.109
C: 0.882 -1.178 -3.803  -0.109
C: 2.733 -1.697 -2.435  -0.094
C: 0.633 -0.013 -3.113  -0.083
C: 2.330 -0.687 -1.521  -0.091
C: 1.272 0.179 -1.861  -0.418
C: -2.126 -0.563 1.614  -0.073
C: -0.932 1.790 2.075  -0.038
C: -0.129 0.096 0.413  -0.326
C: -1.348 0.626 1.167  -0.440
N: 1.414 -0.885 2.218  0.189
O: -0.482 2.106 -1.459  -0.522
S: 0.727 1.524 -0.812  1.030
H: 2.271 -2.909 -4.139  0.130
H: 0.271 -1.396 -4.717  0.122
H: 3.704 -2.239 -2.091  0.140
H: -0.265 0.628 -3.462  0.140
H: 2.933 -0.402 -0.655  0.108
H: -1.644 -1.023 2.558  0.117
H: -2.042 -1.427 0.851  0.109
H: -3.206 -0.399 1.603  0.080
H: 0.014 1.495 2.619  0.099
H: -0.733 2.622 1.573  0.020
H: -1.656 1.997 2.848  0.084
H: -0.483 -0.653 -0.190  0.084
H: -1.938 1.077 0.373  0.125

Its relative energy (zero: lowest compared OMol25 entry of this formula, charge and spin) is 289.1 kJ/mol. Its LUMO energy is 0.20 eV. The HOMO-LUMO gap comes out at 9.499 eV.



Entry from the Open Molecules 2025 dataset: the ion C11H13OS with charge +1 (wB97M-V/def2-TZVPD).

Each line ends with the Löwdin charge.
Positions of all 26 atoms, in Å:
C: -3.269 1.879 0.054  -0.044
C: -4.249 0.848 -0.074  -0.037
C: -1.958 1.636 -0.024  0.018
C: -3.809 -0.414 -0.082  -0.112
C: -1.502 0.272 -0.097  -0.197
C: -2.460 -0.872 -0.061  -0.693
C: 0.837 -0.083 -0.802  0.181
C: 2.115 -1.874 0.318  0.003
C: 2.128 0.564 1.140  0.011
C: 3.304 -0.083 -1.058  -0.003
C: 2.105 -0.428 -0.118  -0.526
O: -0.227 0.083 -0.287  0.136
S: -1.980 -2.410 -0.184  0.879
H: -3.683 2.837 0.147  0.109
H: -5.309 1.203 -0.160  0.147
H: -1.169 2.452 -0.082  0.157
H: -4.517 -1.330 -0.212  0.150
H: 1.913 -1.842 1.433  0.123
H: 1.361 -2.406 -0.255  0.078
H: 3.096 -2.273 0.095  0.095
H: 1.483 0.274 1.928  0.077
H: 2.028 1.550 0.801  0.067
H: 3.224 0.455 1.452  0.138
H: 4.129 -0.612 -0.725  0.071
H: 3.366 0.979 -1.119  0.089
H: 3.044 -0.404 -2.030  0.082

Its relative energy (zero: lowest compared OMol25 entry of this formula, charge and spin) is 4.6 kJ/mol. Its LUMO energy (alpha / beta) is -5.92 / -5.92 eV. The HOMO-LUMO gap (alpha / beta) comes out at 6.526 / 6.902 eV. Its charge is +1.



Entry from the Open Molecules 2025 dataset: a structure of composition C11H14AsClCuF2NO5 (wB97M-V/def2-TZVPD).

Each line ends with the Löwdin charge.
Positions of all 36 atoms, in Å:
Cu: 0.045 -0.733 0.101  0.320
O: -3.546 0.032 1.605  -0.190
C: -2.243 0.262 1.054  -0.106
O: -1.592 -1.299 1.298  -0.323
C: -1.328 1.373 0.717  -0.747
O: -2.145 2.358 0.636  -0.033
O: -0.521 0.853 0.084  -0.116
Cl: 1.636 0.994 5.059  0.502
C: 2.317 -0.151 3.795  -0.668
C: 2.993 -1.243 3.841  -0.177
C: 3.165 -2.201 2.591  -0.150
C: 2.267 -2.091 1.788  -0.148
N: 1.198 -0.927 1.287  -0.028
C: 1.206 -0.124 2.754  -0.062
H: 3.852 -1.374 4.775  0.142
H: 3.966 -3.001 2.901  0.122
H: 2.025 -2.627 0.855  0.098
H: 0.191 0.639 2.588  0.143
C: 0.657 3.217 0.684  -0.210
As: 1.445 2.655 -1.060  0.835
C: 0.015 2.532 -2.395  -0.253
C: 2.496 4.116 -2.106  -0.281
O: 2.182 1.299 -0.651  -0.506
H: 0.972 4.445 0.322  0.061
H: 1.605 3.042 1.461  0.090
H: -0.279 3.373 1.034  -0.059
H: -0.397 3.302 -2.831  -0.077
H: -0.947 1.800 -1.971  0.125
H: 0.627 1.755 -3.188  0.093
H: 1.639 5.025 -2.097  0.064
H: 2.244 3.146 -3.191  0.139
H: 3.357 3.917 -1.358  0.003
F: 0.087 -2.763 -2.144  -0.047
C: -0.678 -1.828 -1.698  -0.290
F: -0.130 -0.652 -2.542  -0.283
H: -1.433 -1.678 -2.350  0.014

Its LUMO energy (alpha / beta) is 4.78 / 4.78 eV. The HOMO-LUMO gap (alpha / beta) comes out at 4.859 / 4.860 eV. Its charge is -2.



What is the formula in the fourth record? C11H13NOS